[1]
Molecular formula: C22H24F3NO4S
Method: DFT, ωB97M-V/def2-TZVPD

Structure (XYZ):
```
55
Properties=species:S:1:pos:R:3
C -5.47 -2.64 -0.57
C -5.53 -1.19 -0.96
C -6.75 -0.60 -1.24
C -6.84 0.74 -1.59
C -5.70 1.51 -1.67
C -4.47 0.93 -1.40
C -4.37 -0.41 -1.05
C -3.03 -0.96 -0.70
S -2.80 -0.73 1.11
O -3.49 -1.78 1.79
O -3.16 0.63 1.45
C -1.00 -0.97 1.42
C -0.25 0.35 1.63
O -0.79 1.02 2.74
C -0.32 1.25 0.38
C 0.53 0.72 -0.77
N 1.90 0.53 -0.35
C 2.85 1.37 -0.80
O 2.62 2.26 -1.60
C 4.25 1.14 -0.31
C 4.92 2.15 0.36
C 6.24 1.98 0.74
C 6.91 0.81 0.45
C 6.25 -0.20 -0.24
C 6.93 -1.49 -0.56
F 6.38 -2.52 0.12
F 8.23 -1.50 -0.28
F 6.82 -1.82 -1.86
C 4.92 -0.04 -0.62
C 2.04 -0.39 0.76
C 1.23 0.09 1.97
H -6.47 -3.06 -0.52
H -4.89 -3.21 -1.29
H -5.00 -2.74 0.41
H -7.65 -1.19 -1.17
H -7.81 1.17 -1.79
H -5.76 2.55 -1.94
H -3.57 1.53 -1.46
H -2.94 -2.03 -0.88
H -2.23 -0.41 -1.19
H -0.97 -1.57 2.33
H -0.62 -1.55 0.59
H -1.73 1.19 2.56
H -1.36 1.38 0.08
H 0.06 2.24 0.67
H 0.54 1.44 -1.59
H 0.14 -0.23 -1.15
H 4.40 3.07 0.57
H 6.75 2.77 1.27
H 7.94 0.67 0.75
H 4.43 -0.83 -1.17
H 3.09 -0.46 1.05
H 1.69 -1.38 0.44
H 1.29 -0.63 2.77
H 1.64 1.04 2.33
```

For the orbital gap, the calculation gives 9.62 eV. Its strongest force on any atom is 0.89 eV Å⁻¹. The calculation puts the molar mass at 455.5 g/mol. As for the total energy: -51872.5779 eV. Its energy relative to the best compared isomer or geometry (same formula, charge and spin) is 0.000 eV. The LUMO energy comes out at 0.345 eV.

[2]
Molecular formula: C10H10BCdClF4
Method: DFT, ωB97M-V/def2-TZVPD

Structure (XYZ):
```
27
Properties=species:S:1:pos:R:3
C 0.84 -2.38 1.73
C 0.93 -1.89 0.43
C -0.38 -1.49 -0.05
H 1.80 -1.59 -0.17
C -1.33 -1.93 0.98
C -0.56 -2.41 2.09
H -0.88 -2.67 3.10
H 1.67 -2.46 2.43
H -0.62 -1.44 -1.13
H -2.41 -2.00 0.75
Cd 0.20 0.75 -0.74
Cl 1.07 2.96 0.19
C 0.10 2.51 -2.36
C -1.13 1.87 -2.76
C -0.80 0.66 -3.42
H -2.13 2.32 -2.72
C 0.62 0.53 -3.44
C 1.19 1.65 -2.79
H 2.24 1.92 -2.75
H 0.19 3.55 -2.02
H -1.48 0.03 -3.99
H 1.18 -0.21 -4.02
F -0.13 1.10 2.87
B -0.07 0.40 4.13
F 0.91 -0.71 4.23
F 0.29 1.28 5.19
F -1.30 -0.34 4.25
```

For the orbital gap, the calculation gives 7.05 eV. Its strongest force on any atom is 2.09 eV Å⁻¹. The calculation puts the molar mass at 364.9 g/mol. As for the total energy: -39170.8065 eV. The net charge is -2. Its energy relative to the best compared isomer or geometry (same formula, charge and spin) is 1.121 eV. The LUMO energy comes out at 5.605 eV.

[3]
Molecular formula: C39H37AuNOPSSi2
Method: DFT, ωB97M-V/def2-TZVPD

Structure (XYZ):
```
83
Properties=species:S:1:pos:R:3
Au -0.17 0.04 -0.12
O -1.82 -1.77 1.14
C -1.60 -0.59 1.29
C -2.14 0.44 2.04
C -3.16 0.07 2.98
C -3.65 0.97 3.88
C -3.15 2.28 3.94
C -2.20 2.68 3.02
C -1.70 1.81 2.06
P -0.47 2.35 0.88
C 0.53 3.51 1.88
C 1.55 2.95 2.64
C 2.27 3.75 3.51
C 1.97 5.10 3.62
C 0.97 5.65 2.84
C 0.25 4.87 1.96
C -1.29 3.43 -0.33
C -2.48 4.13 -0.10
C -3.02 4.90 -1.11
C -2.42 4.96 -2.35
C -1.24 4.26 -2.59
C -0.68 3.51 -1.58
H -3.53 -0.95 2.94
H -4.43 0.66 4.57
H -3.52 2.97 4.68
H -1.82 3.69 3.05
H 1.77 1.90 2.54
H 3.06 3.32 4.12
H 2.53 5.72 4.31
H 0.73 6.70 2.93
H -0.53 5.31 1.35
H -2.96 4.06 0.86
H -3.93 5.46 -0.93
H -2.86 5.55 -3.14
H -0.78 4.31 -3.56
H 0.25 2.98 -1.74
C 6.55 -0.36 0.64
Si 5.16 0.78 1.27
C 4.50 0.16 2.94
C 5.72 2.60 1.51
C 3.94 0.85 -0.20
C 4.33 1.46 -1.38
C 3.45 1.57 -2.46
C 2.17 1.10 -2.31
N 1.77 0.52 -1.19
C 2.62 0.36 -0.16
S 1.95 -0.47 1.18
H 7.39 -0.39 1.33
H 6.93 -0.04 -0.32
H 6.19 -1.38 0.53
H 5.26 0.25 3.71
H 4.19 -0.87 2.88
H 3.64 0.74 3.26
H 6.16 2.74 2.49
H 4.87 3.28 1.43
H 6.46 2.90 0.78
H 5.33 1.85 -1.47
H 3.77 2.03 -3.39
H 1.42 1.18 -3.09
C -3.56 -4.41 -2.46
C -2.57 -3.95 -3.32
C -2.02 -2.70 -3.12
C -2.45 -1.88 -2.09
C -3.44 -2.36 -1.23
C -3.98 -3.62 -1.41
Si -1.78 -0.12 -1.94
C -3.29 1.03 -1.93
C -3.81 1.42 -3.16
C -4.96 2.17 -3.23
C -5.62 2.56 -2.07
C -5.11 2.17 -0.84
C -3.96 1.41 -0.78
H -3.99 -5.39 -2.61
H -2.24 -4.56 -4.14
H -1.25 -2.34 -3.79
H -3.79 -1.74 -0.42
H -4.74 -3.98 -0.73
H -1.04 0.19 -3.19
H -3.31 1.11 -4.07
H -5.36 2.46 -4.19
H -6.51 3.16 -2.13
H -5.63 2.46 0.06
H -3.57 1.12 0.19
```

For the orbital gap, the calculation gives 6.24 eV. Its strongest force on any atom is 6.47 eV Å⁻¹. The calculation puts the molar mass at 851.9 g/mol. As for the total energy: -84153.8478 eV. The LUMO energy comes out at -0.772 eV.

[4]
Molecular formula: C17H28N3OPSm
Method: DFT, ωB97M-V/def2-TZVPD

Structure (XYZ):
```
51
Properties=species:S:1:pos:R:3
C -0.40 -1.37 -3.25
C -1.06 0.00 -3.33
N -0.88 0.81 -2.26
C -1.49 2.06 -2.24
C -2.23 2.48 -3.38
C -2.37 1.64 -4.48
C -1.77 0.37 -4.45
C -1.35 2.92 -1.11
P -0.54 2.53 0.43
H -1.82 -0.33 -5.28
H -2.67 3.47 -3.36
H -2.93 1.96 -5.35
C -1.73 -2.49 -1.55
C 0.67 -2.85 -1.57
H -1.82 3.90 -1.24
H 0.64 -1.32 -3.62
H -0.93 -2.10 -3.88
C -1.75 2.82 1.77
C 0.76 3.77 0.73
H -1.30 2.51 2.73
H -2.03 3.88 1.83
H -2.64 2.20 1.58
H 1.36 3.45 1.60
H 1.42 3.86 -0.13
H 0.32 4.75 0.95
H 0.54 -3.77 -2.18
H 1.64 -2.40 -1.80
H 0.66 -3.14 -0.49
H -1.86 -3.41 -2.15
H -1.80 -2.74 -0.48
H -2.54 -1.80 -1.80
Sm 0.10 -0.16 -0.23
H -1.74 -0.21 0.47
O 1.87 1.07 -1.35
H 2.77 1.37 -1.13
H 1.69 1.38 -2.25
N -0.41 -1.88 -1.84
C 2.57 -2.48 5.53
C 2.02 -1.87 4.27
C 0.73 -2.19 3.85
C 0.23 -1.59 2.70
N 0.98 -0.74 1.94
C 2.24 -0.42 2.37
C 2.79 -0.98 3.51
H 1.96 -2.22 6.41
H 2.60 -3.58 5.47
H 3.59 -2.11 5.70
H 0.14 -2.90 4.43
H -0.79 -1.76 2.34
H 2.79 0.30 1.76
H 3.80 -0.74 3.84
```

For the orbital gap (alpha / beta), the calculation gives 8.21 / 6.74 eV. Its strongest force on any atom is 1.22 eV Å⁻¹. The calculation puts the molar mass at 471.8 g/mol. As for the total energy: -51779.7081 eV. The net charge is +2. As for the spin multiplicity: 7. The LUMO energy (alpha / beta) comes out at -5.969 / -7.581 eV.